# 1
{
  "formula": "C3H6N2O",
  "method": "ωB97M-V/def2-TZVPD",
  "symbols": ["C", "C", "C", "O", "N", "N", "H", "H", "H", "H", "H", "H"],
  "coordinates": [[-0.7125, -0.8376, -0.8874], [0.6569, 0.3099, -0.4659], [0.5441, 1.6454, -0.4276], [0.1725, -0.5771, 2.2803], [0.2564, -0.7638, 0.9209], [-0.6458, -1.4732, 0.3637], [-0.6649, -0.9837, 2.5678], [-1.4651, -0.0585, -0.9083], [-0.6912, -1.5185, -1.7383], [1.5869, -0.1535, -0.7742], [1.3314, 2.2753, -0.8154], [-0.3687, 2.1353, -0.1156]],
  "atomic_forces_ev_per_a": [[2.2, 1.5, 0.3], [-0.8, -0.2, -2.7], [-0.2, -0.2, -0.2], [0.1, -0.7, -0.3], [-1.8, -1.0, 0.7], [0.6, 0.5, 2.0], [0.0, 0.0, -0.1], [-0.3, -0.3, 0.0], [-0.1, 0.3, -0.1], [0.1, 0.1, 0.0], [0.3, 0.0, 0.4], [-0.1, 0.0, -0.1]],
  "spin_multiplicity": 1,
  "e_lumo_ev": [-0.01, -0.02],
  "de_lowest_kj_mol": 673.1,
  "homo_energy_ev": [-7.882, -7.881],
  "max_force_ha_per_bohr": 0.05525
}

=====

# 2
{
  "formula": "C3H6N2O",
  "method": "ωB97M-V/def2-TZVPD",
  "symbols": ["C", "C", "C", "N", "N", "O", "H", "H", "H", "H", "H", "H"],
  "coordinates": [[0.1370, -0.4113, 0.3078], [0.2921, 1.5490, -0.8978], [0.2228, -1.6495, 1.1279], [0.8799, 0.5972, 0.3957], [-0.9207, 0.8741, -1.2357], [-0.8473, -0.4275, -0.6420], [0.1732, 2.5627, -0.5357], [1.0501, 1.4567, -1.6746], [-0.7783, -1.9986, 1.3634], [0.7863, -1.4542, 2.0368], [0.7323, -2.4199, 0.5518], [-1.7273, 1.3212, -0.7976]],
  "atomic_forces_ev_per_a": [[0.1, 0.6, -0.1], [1.6, -2.3, 2.5], [-0.1, 0.0, -0.1], [-0.7, 2.1, -2.0], [-0.6, 0.2, -0.2], [-0.3, -0.3, -0.3], [-0.1, 0.1, -0.1], [0.0, 0.1, 0.1], [0.0, -0.1, 0.1], [0.0, 0.0, -0.1], [0.0, -0.1, 0.0], [0.3, -0.2, 0.1]],
  "spin_multiplicity": 1,
  "e_lumo_ev": 1.00,
  "de_lowest_kj_mol": 285.9,
  "smiles": "CC1=NCNO1",
  "homo_energy_ev": -9.334,
  "max_force_ha_per_bohr": 0.07260
}